No. 1
Molecular formula: C12H22Br8O3
Method: DFT, ωB97M-V/def2-TZVPD

Element x y z (Å)
C -1.12037 -2.31942 0.25743
C -0.04664 -1.91562 1.29585
C 1.33152 -2.36351 0.86776
O 2.14775 -1.20009 1.22798
C 1.34459 -0.12033 1.35479
O 1.66199 1.00709 1.48831
O 0.03457 -0.50376 1.18036
H -2.01945 -1.90420 0.71920
H -1.23578 -3.40301 0.17664
H -0.98508 -1.92430 -0.74361
H -0.23332 -2.21249 2.32806
H 1.49413 -2.60260 -0.17891
H 1.71906 -3.15310 1.51081
Br -0.20038 5.49840 3.14157
C -0.31083 3.78970 2.15235
C -1.46990 3.95063 1.19496
Br -1.81605 2.26878 0.20885
H -0.60644 3.06526 2.90572
H 0.67493 3.59525 1.75432
H -1.31295 4.73958 0.46620
H -2.37272 4.15826 1.75887
Br -0.71055 -0.27590 -4.72604
C -0.81285 1.01712 -3.19487
C 0.33076 0.76427 -2.24255
Br 2.10455 0.98931 -3.04490
H -1.77953 0.96109 -2.70570
H -0.66422 2.00980 -3.61603
H 0.28613 -0.23159 -1.81545
H 0.22882 1.55677 -1.50341
Br 7.60976 -1.69795 -2.22121
C 5.68550 -1.92933 -1.72613
C 4.78857 -2.00846 -2.94760
Br 2.94650 -2.61053 -2.55680
H 5.45611 -1.03551 -1.16011
H 5.63256 -2.84810 -1.15629
H 5.23230 -2.56841 -3.77188
H 4.67810 -1.04492 -3.44800
Br -2.62771 -0.08023 2.89403
C -4.54290 0.24969 2.80563
C -5.22427 0.10802 1.44511
Br -4.64595 -1.59803 0.58626
H -4.71879 1.17426 3.34568
H -4.93725 -0.56518 3.41773
H -4.71659 0.85218 0.82364
H -6.27768 0.36113 1.45136

Its spin multiplicity is 1. The SMILES is C[C@H]1COC(=O)O1.BrCCBr.BrCCBr.BrCCBr.BrCCBr. The calculation puts the relative energy (zero: lowest compared OMol25 entry of this formula, charge and spin) at 0.0 kcal per mole.



No. 2
Molecular formula: C10H21ClInNO3P2
Method: DFT, ωB97M-V/def2-TZVPD

Element x y z (Å)
C 0.18419 -0.04610 -3.03946
C 0.95359 0.21340 -1.74786
H 0.89989 -0.22170 -3.84736
H -0.41581 0.84120 -3.26696
H -0.52581 -0.86780 -2.94126
O 2.12009 0.56880 -1.81876
Cl -2.17711 0.11220 -0.94896
In -0.00001 0.00000 0.07654
P -0.22751 2.34700 0.24904
C 1.27229 3.20010 0.84574
C -0.62641 3.18150 -1.32396
H -0.79771 4.24970 -1.15676
H -1.76861 3.91430 1.27314
H -1.53001 2.72320 -1.73366
H -2.43731 2.24870 1.16684
H 2.11439 2.94180 0.19734
H 0.19989 3.04970 -2.02726
C -1.55141 2.84760 1.39044
H 1.12899 4.28520 0.84444
H -1.23601 2.62260 2.41144
H 1.49289 2.86460 1.86284
P -0.09831 -2.37080 0.04794
C 1.42089 -3.12740 0.71864
C -1.43671 -3.03770 1.08364
H -1.24401 -2.86140 -2.03686
H -0.32731 -4.27480 -1.45766
H 0.51959 -2.90820 -2.23586
C -0.30781 -3.18670 -1.57736
H -2.32381 -2.41060 0.97734
H -1.65841 -4.06960 0.79204
H 1.35939 -4.21890 0.66764
H 1.52459 -2.80170 1.75714
H -1.10191 -2.99290 2.12304
H 2.28829 -2.78650 0.14674
C 1.64549 -0.01960 0.92964
O 2.66739 -0.00920 1.46634
O -0.00001 0.00000 4.66314
C -0.00001 0.00000 3.39224
N -0.00001 0.00000 2.07654

The energy comes out at -54595.008 eV. As for the net charge: +2. Its spin multiplicity is 1.



No. 3
Molecular formula: AlBH20O8
Method: DFT, ωB97M-V/def2-TZVPD

Element x y z (Å)
Al -2.76614 -0.49931 -1.07238
B 0.21340 0.12752 0.12196
H 0.13821 0.09524 -0.95393
H -0.45511 -0.62704 0.50662
H 1.20928 -0.00235 0.51642
H -0.20285 1.05510 0.48330
O -0.11736 3.43981 1.65297
H -0.24471 4.19442 1.07802
H -0.26647 2.68072 1.08924
O -2.71993 -0.14438 1.84773
H -1.99389 0.11320 2.41583
H -3.47649 -0.19259 2.43213
O -0.53848 -2.04941 -2.32918
H 0.23900 -1.86478 -1.80225
H -0.19665 -2.44571 -3.13064
O 2.28786 1.43761 2.17620
H 1.74752 2.21618 2.04172
H 2.02482 0.83922 1.47694
O 2.97171 0.76418 -1.04840
H 3.42265 0.60361 -0.21949
H 2.05111 0.58181 -0.86003
O -1.21639 1.64975 -2.91889
H -0.32052 1.93396 -3.10020
H -1.76563 2.25470 -3.41750
O 1.68732 -2.53690 0.06182
H 1.13618 -2.68926 0.82945
H 1.61789 -1.59613 -0.10056
O -1.53680 -2.77173 0.55734
H -1.60940 -3.65151 0.18728
H -1.32022 -2.91596 1.47850

The expectation value of S² is 1.697. The energy comes out at -23933.201 eV. As for the net charge: +3. Its spin multiplicity is 2.